(1)
A cluster of 13 separate species, C44H98O34 in total. Source: the Open Molecules 2025 dataset; level of theory: ωB97M-V/def2-TZVPD.

Computed properties:
LUMO: 0.6 eV
spin multiplicity: 1
net charge: 0

Last column: Mulliken charge in e.
Geometry (Å):
C  0.47465  2.98354  -1.55132  -0.37
O  0.87429  4.09763  -0.70414  -0.55
C  1.82105  4.12720  0.23567  0.83
O  2.75887  3.45564  0.38702  -0.26
O  1.56643  5.24420  0.94275  -0.50
C  2.42386  5.51101  2.07126  -0.40
H  -0.55431  3.22501  -1.77968  0.23
H  0.59304  2.05018  -1.07323  0.44
H  1.06159  2.99140  -2.43813  -0.05
H  3.39654  5.54566  1.65477  0.18
H  2.37447  4.78613  2.86110  0.00
H  2.12544  6.46399  2.42654  0.25
C  -2.28508  3.41788  1.26856  -0.10
O  -3.66423  3.46194  0.93021  -0.36
C  -4.51504  3.34774  1.97297  0.77
O  -4.19897  3.41055  3.12122  -0.58
O  -5.74346  3.27968  1.47617  -0.37
C  -6.73622  2.83032  2.53987  -0.18
H  -1.94894  4.38274  1.55910  0.48
H  -1.81051  3.12914  0.35750  -0.02
H  -2.07353  2.58257  1.95261  -0.03
H  -6.56979  1.79617  2.77866  -0.11
H  -7.62145  2.85585  1.98601  0.29
H  -6.74256  3.49962  3.47097  0.27
C  3.23166  3.64458  -5.19438  -0.40
O  4.45296  3.76260  -4.40061  -0.16
C  5.30554  4.69977  -4.83796  0.62
O  5.41097  4.99600  -5.99020  -0.57
O  6.04750  5.18098  -3.79943  -0.18
C  6.99632  6.21388  -4.16776  -0.82
H  3.41910  2.88131  -5.95720  0.30
H  2.95031  4.59860  -5.66239  0.42
H  2.53355  3.24408  -4.46742  -0.24
H  7.30413  6.57000  -3.16083  0.21
H  6.59114  6.99153  -4.74045  0.37
H  7.79306  5.83138  -4.75242  0.36
C  3.16283  -4.38895  0.04640  -0.01
O  3.36105  -4.84032  1.40767  -0.40
C  2.71032  -4.18297  2.30119  0.59
O  1.97964  -3.26689  2.04739  -0.34
O  3.07326  -4.62356  3.53087  -0.42
C  2.36546  -4.17336  4.67177  -0.27
H  2.09639  -4.30864  -0.07579  -0.03
H  3.67896  -5.15884  -0.56159  0.11
H  3.62148  -3.40808  -0.04558  0.17
H  2.96800  -4.44768  5.52152  0.26
H  1.36529  -4.60811  4.69150  0.28
H  2.24194  -3.06567  4.66094  -0.03
C  -0.21832  -2.82036  -2.64988  1.48
O  0.51914  -3.27298  -3.82125  -0.47
C  1.73692  -3.71785  -3.49270  0.68
O  2.26689  -3.60040  -2.42490  -0.30
O  2.35442  -4.25748  -4.54544  -0.42
C  3.67658  -4.72115  -4.22564  -0.69
H  -1.20310  -2.54813  -3.08714  0.39
H  0.22395  -1.94172  -2.21551  -1.34
H  -0.22031  -3.47498  -1.78358  -0.20
H  4.24463  -3.97412  -3.71808  0.30
H  4.06926  -4.99109  -5.21223  0.27
H  3.67739  -5.66089  -3.61874  0.23
C  -4.47782  0.65968  -1.10255  0.00
O  -3.28655  1.36111  -1.53809  -0.32
C  -2.47432  0.64278  -2.31849  0.73
O  -2.67697  -0.46631  -2.65323  -0.47
O  -1.43447  1.42623  -2.69175  -0.37
C  -0.55111  0.83916  -3.66985  0.15
H  -5.23556  0.80604  -1.92199  0.34
H  -4.85327  1.21407  -0.21170  -0.16
H  -4.36816  -0.44495  -0.89642  -0.12
H  -1.05210  0.68014  -4.64689  0.37
H  -0.21242  -0.09787  -3.17193  -0.06
H  0.27650  1.57247  -3.77856  -0.25
C  2.50690  7.54876  -1.62668  -0.71
O  3.57158  6.69374  -1.23339  0.07
C  4.81777  7.14594  -1.48661  0.68
O  5.14218  8.17150  -1.95268  -0.56
O  5.72289  6.23841  -1.07824  -0.40
C  5.47091  4.92397  -0.57601  -0.02
H  2.70165  7.91417  -2.62194  0.40
H  2.43801  8.52862  -1.00567  0.27
H  1.55115  6.92156  -1.58063  0.08
H  6.49231  4.65793  -0.16408  0.32
H  5.13435  4.24026  -1.31130  0.21
H  4.84771  4.90320  0.30896  -0.24
C  4.73336  2.30329  3.36998  -0.53
O  3.88411  2.81288  4.46611  0.05
C  4.38135  2.79676  5.73425  0.68
O  5.54335  2.65392  6.00801  -0.59
O  3.37513  2.91616  6.55430  -0.24
C  3.82718  3.13350  7.90165  -0.82
H  5.14205  1.33116  3.67807  0.34
H  5.51045  3.05407  3.29717  0.36
H  4.12740  2.25813  2.48921  -0.05
H  2.96700  3.00722  8.52814  0.21
H  4.23204  4.14069  7.99995  0.31
H  4.66698  2.49926  8.08480  0.38
C  0.03013  2.97678  3.49880  -0.24
O  -0.16987  1.72860  2.91962  0.53
C  -0.78670  0.86418  3.88463  -0.14
C  0.06338  0.36155  5.02242  -1.03
O  1.12277  -0.57996  4.72655  -0.33
C  2.37719  0.03267  4.36176  -0.37
H  0.77004  3.05738  4.32288  0.06
H  -0.94983  3.37202  3.77046  0.41
H  0.51023  3.59651  2.73680  -0.37
H  -1.22919  0.06061  3.29850  -0.25
H  -1.64377  1.37200  4.29750  0.53
H  -0.62794  -0.15683  5.68754  0.36
H  0.47669  1.21862  5.56814  0.37
H  2.32916  0.47567  3.31581  -0.03
H  3.07883  -0.77441  4.29843  0.42
H  2.66475  0.75868  5.11490  0.07
C  -8.56427  -1.00690  -0.03720  -0.67
O  -7.76833  -0.58848  1.06634  -0.27
C  -7.44715  -1.61698  2.00494  -0.68
C  -6.14405  -1.41238  2.68088  -0.50
O  -5.09076  -1.62757  1.77256  0.03
C  -3.83216  -1.14831  2.19411  -0.57
H  -9.62073  -1.15031  0.33715  0.32
H  -8.14472  -1.92555  -0.58216  0.22
H  -8.67688  -0.12753  -0.77188  0.21
H  -7.57202  -2.56475  1.49009  0.37
H  -8.13725  -1.68222  2.82627  0.41
H  -6.08890  -2.16060  3.46616  0.29
H  -6.08021  -0.39754  3.10181  0.15
H  -3.81977  -0.10469  2.58779  0.41
H  -3.18860  -1.17606  1.27998  -0.35
H  -3.53966  -1.82295  2.98960  0.56
C  -1.00243  -6.61450  -3.34128  -0.57
O  -1.58918  -6.55853  -1.99585  -0.26
C  -0.51974  -6.65162  -1.05936  -0.24
C  -0.93383  -6.12002  0.33838  -0.88
O  -1.11680  -4.72731  0.29574  0.37
C  -1.89516  -4.19922  1.36078  -0.61
H  -1.82246  -6.73729  -4.06787  0.22
H  -0.23227  -7.40081  -3.44600  0.39
H  -0.61549  -5.63874  -3.64406  0.09
H  0.39060  -6.12109  -1.34222  0.12
H  -0.20376  -7.74388  -0.90938  0.34
H  -0.07768  -6.41605  1.01787  0.22
H  -1.88657  -6.66904  0.55630  0.38
H  -2.96310  -4.56995  1.39341  0.33
H  -1.81339  -3.08801  1.20088  -0.23
H  -1.40205  -4.44947  2.32388  0.36
C  -4.75279  -2.94901  -1.44379  0.60
O  -5.24758  -4.20231  -1.10413  -0.49
C  -4.66899  -5.27592  -1.86522  -0.29
C  -5.20491  -5.43129  -3.28545  -0.92
O  -4.42211  -4.56899  -4.13543  -0.06
C  -4.76943  -4.66066  -5.46682  -0.90
H  -5.19158  -2.57734  -2.38311  0.25
H  -3.68185  -3.02898  -1.55490  -0.04
H  -4.95896  -2.35612  -0.58510  -0.46
H  -5.00953  -6.18261  -1.36790  0.35
H  -3.60305  -5.18913  -1.91993  0.21
H  -6.30662  -5.20442  -3.34196  0.33
H  -5.05450  -6.40473  -3.64607  0.66
H  -3.87043  -4.31842  -6.02313  0.22
H  -5.67018  -4.07641  -5.73486  0.27
H  -4.95630  -5.66717  -5.80799  0.36
C  -0.26182  -0.53445  0.14969  0.20
O  0.87254  -0.23104  -0.57425  0.80
C  2.10964  -0.27967  0.11994  1.12
C  3.18420  -0.49713  -1.00403  -1.25
O  3.44703  0.74290  -1.68666  0.25
C  4.44344  0.64234  -2.57529  -0.68
H  -0.64517  0.29804  0.75357  -0.22
H  -0.21935  -1.43984  0.82865  -0.07
H  -1.07203  -0.69894  -0.60906  -0.39
H  2.16021  -1.14867  0.77854  -0.22
H  2.32942  0.64133  0.72260  -0.44
H  2.85614  -1.22266  -1.75856  -0.01
H  4.18184  -0.68688  -0.63720  0.68
H  5.39411  0.32281  -2.14468  0.34
H  4.44901  1.57379  -3.14622  0.04
H  4.28645  -0.15806  -3.36210  0.19


(2)
The molecule C7H5ClNOP. Source: the Open Molecules 2025 dataset; level of theory: ωB97M-V/def2-TZVPD.

Computed properties:
relative energy (zero: lowest compared OMol25 entry of this formula, charge and spin): 344.0 kJ/mol
LUMO (spin up / spin down): -2.0 / -2.0 eV
spin multiplicity: 1
net charge: 0

Last column: natural (NBO) charge in e.
Geometry (Å):
C  1.16879  -2.84331  -1.14926  0.34
C  -1.99127  0.17271  0.37067  -0.22
C  -1.45201  -0.73450  -0.49020  -0.18
C  -1.41030  1.33126  0.77996  -0.15
C  -0.04690  -0.65907  -0.62689  -0.04
C  -0.15515  1.54828  0.36228  -0.21
C  0.57113  0.51277  -0.17784  -0.21
N  0.51495  -1.82522  -1.03535  -0.14
O  2.57339  1.31844  1.84462  -1.09
P  2.40984  0.43826  0.67225  1.20
Cl  2.91819  1.72837  -1.06311  -0.49
H  -3.01585  -0.06788  0.68569  0.21
H  -2.12199  -1.61853  -0.58404  0.23
H  -1.97976  2.02923  1.40869  0.23
H  1.59786  -3.74504  -1.51585  0.28
H  0.41908  2.41424  0.51837  0.24


(3)
A cluster of 2 separate species, C4H8NS in total. Source: the Open Molecules 2025 dataset; level of theory: ωB97M-V/def2-TZVPD.

Computed properties:
relative energy (zero: lowest compared OMol25 entry of this formula, charge and spin): 532.4 kJ/mol
LUMO (spin up / spin down): -4.8 / -7.2 eV
spin multiplicity: 1
net charge: +1

Last column: natural (NBO) charge in e.
Geometry (Å):
C  0.37905  0.96041  -0.04179  0.59
C  1.77364  1.25605  0.00410  -0.68
C  1.10364  -1.26541  -0.14243  -0.37
C  -1.30807  -0.74657  0.08638  -0.41
N  0.02423  -0.26864  -0.10389  -0.34
S  2.66561  -0.34161  0.03840  0.28
H  -1.49776  2.63372  -0.21149  0.13
H  1.98039  1.69043  0.93305  0.28
H  2.13220  1.82663  -0.73614  0.28
H  1.02631  -1.94609  0.68434  0.25
H  1.38546  -1.77952  -1.03674  0.27
H  -1.98272  0.00536  -0.04103  0.24
H  -1.62158  -1.56146  -0.46126  0.25
H  -1.27423  -0.92639  1.19131  0.24


| no. | strongest force on any atom (eV/A) |
| --- | --- |
| 1 | 3.77 |
| 2 | 8.17 |
| 3 | 3.84 |